Density functional theory data (wB97M-V/def2-TZVPD) for the molecule C3H9BO2 in a non-equilibrium geometry.

Geometry as XYZ:
```
15
C3H9BO2, DFT wB97M-V/def2-TZVPD
C 2.333 -0.357 0.218
B 0.801 0.513 -0.138
O 1.103 1.786 -0.017
C -1.064 0.279 -0.430
C -1.576 -1.159 -0.254
O -1.827 1.039 0.489
H 2.294 -1.450 0.196
H 2.615 0.020 1.221
H 2.964 0.127 -0.515
H 0.457 2.409 0.020
H -1.492 0.701 -1.356
H -1.396 -1.613 0.742
H -2.626 -1.234 -0.584
H -1.077 -2.052 -0.929
H -1.508 0.990 1.337
```

Calculated values
Energy above the lowest of the compared OMol25 structures with the same formula, charge and spin ... 63.7 kcal/mol
Strongest force on any atom ... 4.2 eV Å⁻¹
SMILES string ... CB(O)[C@@H](C)O
HOMO energy ... -9.37 eV